# 1
Entry from the OMol25 dataset: a cluster of 2 separate species, C16H17N in total at a distorted geometry (ωB97M-V/def2-TZVPD).

Calculated values
gap between HOMO and LUMO = 8.720 eV
E_LUMO = 0.87 eV
SMILES string = Cc1c[nH]c2ccccc12.Cc1ccccc1
2S+1 = 1
calculated total energy = -18354.2721 eV
HOMO energy = -7.846 eV

Each line ends with the Mulliken charge.
CARTESIAN COORDINATES (ANGSTROEM)
H (-1.1631, -3.0302, -2.9217)  0.401
H (0.2659, 3.3033, -0.7065)  0.464
H (-0.0611, -0.2160, 5.2036)  0.320
C (0.6549, -1.0852, 3.4013)  -0.723
H (0.6976, 2.0237, 4.6702)  0.298
H (-0.2914, -1.9784, 1.0255)  0.353
N (-2.2120, -0.9616, -2.6704)  -0.231
C (0.3790, 1.2239, -1.2821)  -0.129
H (2.3465, 2.2279, 2.5189)  0.390
C (1.0517, -0.8744, 2.0521)  0.919
C (-0.1460, 2.4089, -1.0974)  -0.731
C (0.7943, -2.1126, 1.2387)  -1.342
C (-1.7648, 0.2696, -2.0648)  -0.287
H (2.1123, 0.5813, 0.6926)  0.219
C (0.4020, 0.0093, 4.2376)  -0.340
C (1.0541, 1.2095, 3.9926)  -0.524
H (1.7957, -1.8802, -1.1342)  -0.028
H (0.2945, -2.0794, 3.6918)  0.289
C (-1.1684, -1.9620, -2.6605)  -0.710
H (1.6006, -2.1113, 0.5709)  0.206
H (1.5041, 1.0861, -1.3869)  0.279
C (-2.3084, 1.5553, -1.9800)  -0.777
C (-0.3432, 0.0962, -1.7713)  0.896
C (1.7156, 0.3251, 1.7459)  0.067
H (-3.0721, 1.7112, -2.6276)  0.456
H (-2.0848, 3.5282, -1.3111)  0.294
H (2.0953, -1.1371, -2.5878)  0.276
C (1.7596, 1.3547, 2.7152)  -0.576
C (1.2532, -1.8122, -2.1781)  -1.158
C (-1.5230, 2.5597, -1.3924)  -0.374
H (1.4662, -2.7362, -2.6935)  0.403
H (0.6466, -3.0809, 1.7096)  0.433
H (-3.1228, -1.0097, -2.5059)  0.245
C (-0.0683, -1.2443, -2.2094)  0.722


# 2
Entry from the OMol25 dataset: the molecule C5H5NO at a distorted geometry (ωB97M-V/def2-TZVPD).

Calculated values
gap between HOMO and LUMO = 9.605 eV
E_LUMO = 0.74 eV
SMILES string = C=Cc1ncco1
2S+1 = 1
calculated total energy = -8800.3972 eV
HOMO energy = -8.861 eV

Each line ends with the Mulliken charge.
CARTESIAN COORDINATES (ANGSTROEM)
H (1.6581, -1.4178, -1.8055)  0.398
C (1.3922, -0.6299, -1.2954)  -0.422
C (-1.4956, -0.3921, 1.8759)  -0.695
H (1.7811, 1.1629, -2.4084)  0.381
C (-0.9632, 0.4077, 0.9846)  -0.295
C (1.3323, 0.6114, -1.6120)  -0.095
H (-1.1674, 1.5349, 1.0830)  0.194
H (-2.0400, -0.0938, 2.6594)  0.368
O (0.4461, 1.1191, -0.7685)  -0.286
C (-0.1281, 0.1955, -0.1742)  0.786
N (0.3240, -0.9798, -0.5684)  -0.553
H (-1.1395, -1.5180, 2.0296)  0.219


# 3
Entry from the OMol25 dataset: the ion C11H16N3O with charge +1 at a distorted geometry (ωB97M-V/def2-TZVPD).

Calculated values
gap between HOMO and LUMO (spin up / spin down) = 7.607 / 7.607 eV
E_LUMO (spin up / spin down) = -4.20 / -4.20 eV
SMILES string = C/C1=C2\C=CC=[N+]2[C@H](N)C[C@@H](O)/C=C\N1
net charge = +1
2S+1 = 1
calculated total energy = -18174.4259 eV
HOMO energy (spin up / spin down) = -11.811 / -11.812 eV

Each line ends with the Mulliken charge.
CARTESIAN COORDINATES (ANGSTROEM)
H (-0.4790, -3.2126, -1.6037)  0.644
C (-2.3673, 1.3263, 0.1305)  -0.344
H (3.4963, 0.4553, 0.6092)  0.386
H (0.2523, 2.8451, 0.5763)  0.351
H (1.2609, -2.8436, -0.1665)  0.374
H (1.4861, 0.5335, -1.7578)  0.198
H (0.2322, 0.5940, -2.9087)  0.238
H (0.4857, 1.2997, 2.5745)  0.322
H (-0.7190, 2.3519, -1.6662)  0.479
O (0.5348, 0.6538, 1.8955)  -0.477
C (-0.1674, 1.5400, -0.9818)  -0.379
H (-0.8676, -3.5344, -0.0880)  0.596
H (-2.4656, 2.3301, 0.0842)  0.487
N (1.1152, -1.8436, -0.1240)  -0.116
C (1.6172, 1.2134, 0.9799)  0.199
C (-2.2219, -0.8267, 0.8503)  -0.705
C (-0.1882, -1.6284, -0.3248)  0.916
H (-3.8275, 0.6299, 1.5329)  0.410
H (-1.9453, -2.5626, -0.9720)  0.493
H (1.5709, 2.8366, -0.5954)  0.432
C (-0.9313, -2.7905, -0.8070)  -2.409
N (0.5102, 0.5635, -1.8570)  -0.481
C (0.9509, 2.1759, -0.0569)  -0.933
H (-2.3304, -1.6319, 1.4661)  0.586
H (2.2830, 1.8915, 1.7731)  0.402
C (-1.0762, -0.5184, -0.0214)  0.548
N (-1.1865, 0.8332, -0.3000)  0.355
C (-2.9821, 0.3658, 0.9036)  -0.844
C (2.3507, -1.1902, 0.2347)  -0.232
C (2.4731, 0.0868, 0.5194)  -0.903
H (3.1359, -1.9433, 0.1012)  0.406


# 4
Entry from the OMol25 dataset: a structure of composition C19H14IN2O6Ti (ωB97M-V/def2-TZVPD).

Calculated values
gap between HOMO and LUMO (spin up / spin down) = 5.678 / 7.875 eV
E_LUMO (spin up / spin down) = 2.46 / 2.46 eV
net charge = -1
2S+1 = 3
calculated total energy = -66417.5952 eV
HOMO energy (spin up / spin down) = -3.215 / -5.414 eV

Each line ends with the Mulliken spin population.
CARTESIAN COORDINATES (ANGSTROEM)
H (1.8858, -4.5489, 0.8811)  0.001
C (2.4538, 2.8065, -2.7108)  0.075
H (-1.3869, -4.6148, 4.2654)  0.000
C (1.3942, 2.7490, 1.4241)  -0.008
H (4.0155, 4.1690, -2.2506)  0.006
H (-0.0501, 0.3643, -4.4286)  0.000
C (0.5132, 1.1733, -2.8486)  0.156
C (-0.0649, -4.1885, 2.6480)  0.003
O (-4.0325, 2.7968, -1.2719)  0.006
C (3.1964, 3.5763, -1.8620)  0.016
C (2.9001, 3.6071, -0.4740)  0.186
C (1.1911, -1.4104, -0.2246)  0.039
O (0.6497, 0.9831, -4.1845)  0.037
N (-2.3760, -0.3122, -0.6335)  -0.001
H (2.6499, -2.9029, -0.8012)  -0.001
N (1.0981, 2.1023, -0.8374)  0.197
O (-2.0685, 2.2606, -0.3310)  -0.011
H (-2.4313, -2.3646, 4.2107)  0.001
H (-2.5417, -1.1207, -0.0490)  0.001
H (-4.2410, 0.3627, 0.0338)  -0.001
O (0.4091, 1.9281, 1.5568)  0.001
C (0.1556, -1.0054, 0.5961)  -0.029
C (1.4207, -3.5727, 0.7996)  0.013
I (-2.1489, 0.1959, 2.6836)  0.001
C (-3.5772, 0.5040, -0.8198)  0.002
C (-1.6620, -2.6165, 3.4933)  0.003
H (-4.1386, 0.2532, -1.7204)  -0.001
O (-0.3843, 0.5440, -2.2167)  0.111
H (2.6619, 2.7635, -3.7711)  0.017
C (0.3642, -3.2441, 1.6827)  -0.006
C (-3.2151, 1.9939, -0.8582)  0.006
C (1.3841, 2.0443, -2.1797)  0.213
H (3.4655, 4.1940, 0.2340)  0.009
C (-1.0617, -3.8913, 3.5282)  -0.003
C (-0.2450, -1.9551, 1.5956)  -0.018
O (1.9456, 3.4000, 2.2937)  0.010
C (-1.2578, -1.6948, 2.5685)  -0.010
Ti (-0.5291, 1.0096, -0.0184)  0.998
C (1.8355, -2.6630, -0.1260)  0.001
H (1.5446, -0.7445, -1.0087)  -0.001
H (0.4232, -5.1566, 2.6735)  0.000
H (-1.9913, -0.6273, -1.5166)  0.001
C (1.8460, 2.8526, -0.0256)  -0.021


Q: Look up the calculated total energy of the fourth one.
A: -66417.5952 eV